[1]
Density functional theory data (ωB97M-V with the def2-TZVPD basis set) for an isolated molecule of C12H11N at a distorted geometry.

```
24
Properties=species:S:1:pos:R:3
N 3.319 0.464 0.034
C 2.111 -0.315 -0.064
C 1.981 -1.674 -0.016
C 0.605 -2.269 0.011
C -0.396 -1.330 -0.192
C -0.312 0.122 -0.254
C -1.522 0.695 0.139
C -1.523 2.059 0.154
C -0.242 2.799 -0.237
C 0.999 2.135 -0.298
C 1.045 0.719 -0.278
C -2.610 -0.308 0.013
C -1.896 -1.827 -0.089
H 3.964 -0.263 -0.131
H 3.367 0.953 1.122
H 2.701 -2.414 0.338
H 0.339 -3.256 -0.311
H -2.341 2.723 0.627
H -0.344 3.866 0.063
H 1.947 2.725 -0.093
H -3.164 -0.199 -1.015
H -3.485 -0.421 0.764
H -2.290 -2.488 -0.950
H -2.252 -2.496 0.664
```

Values from the calculation:
- molecular weight (Da) = 169.227
- energy above the lowest of the compared OMol25 structures with the same formula, charge and spin (kcal per mole) = 81.2



[2]
Density functional theory data (ωB97M-V with the def2-TZVPD basis set) for a cluster of 3 separate species, C3H12N2O2 in total at a distorted geometry.

```
19
Properties=species:S:1:pos:R:3
C -1.599 1.718 -0.242
O -0.535 2.065 -0.769
H -1.916 2.149 0.719
H -2.372 1.177 -0.805
N 1.537 -0.603 -1.024
C 1.636 0.438 -0.014
O 1.737 -0.087 1.287
H 1.199 -0.218 -1.897
H 2.420 -1.074 -1.197
H 2.540 1.058 -0.185
H 0.762 1.244 -0.210
H 2.378 -0.806 1.302
C -1.230 -0.724 0.918
N -1.129 -1.701 -0.134
H -0.593 0.234 0.647
H -0.597 -1.031 1.752
H -2.262 -0.650 1.260
H -1.786 -1.506 -0.881
H -0.191 -1.683 -0.527
```

Values from the calculation:
- molecular weight (Da) = 108.141
- energy above the lowest of the compared OMol25 structures with the same formula, charge and spin (kcal per mole) = 78.9



[3]
Density functional theory data (ωB97M-V with the def2-TZVPD basis set) for a structure of composition C30H46BrCaF5O9S at a distorted geometry.

```
93
Properties=species:S:1:pos:R:3
C 0.551 2.075 2.370
C 0.929 1.848 0.900
C 0.573 3.085 0.074
C 0.848 2.958 -1.427
C 2.299 2.592 -1.780
C 2.285 1.583 -2.945
C 2.022 0.187 -2.328
C 3.303 -0.579 -1.967
C 3.163 -1.466 -0.720
C 2.440 -2.777 -1.048
C 1.737 -3.494 0.107
C 0.389 -2.921 0.594
C -0.534 -2.557 -0.533
O -0.353 -1.152 -0.844
C -1.481 -0.602 -1.327
O -1.637 0.564 -1.496
C -2.440 -1.781 -1.558
C -3.888 -1.541 -1.947
C -3.911 -0.655 -3.207
C -4.821 -1.084 -0.812
C -4.476 0.211 -0.078
C -4.726 1.494 -0.882
C -2.058 -2.610 -0.318
F -2.321 -1.922 0.849
C -2.561 -4.061 -0.189
C -3.247 -4.336 1.129
F -3.386 -4.414 -1.248
H 0.980 3.034 2.669
H -0.529 2.187 2.483
H 0.916 1.266 2.999
H 0.409 0.955 0.540
H 2.001 1.640 0.883
H -0.496 3.261 0.218
H 1.114 3.934 0.498
H 0.173 2.210 -1.841
H 0.614 3.919 -1.893
H 2.892 3.473 -2.020
H 2.775 2.059 -0.954
H 3.247 1.532 -3.457
H 1.455 1.805 -3.615
H 1.486 0.353 -1.397
H 1.321 -0.416 -2.947
H 3.584 -1.225 -2.804
H 4.089 0.160 -1.815
H 2.720 -0.947 0.133
H 4.183 -1.715 -0.411
H 1.785 -2.592 -1.907
H 3.202 -3.478 -1.393
H 2.383 -3.542 0.984
H 1.546 -4.517 -0.225
H -0.089 -3.702 1.191
H 0.536 -2.070 1.260
H -0.332 -3.242 -1.368
H -1.952 -2.364 -2.356
H -4.273 -2.508 -2.273
H -3.255 0.211 -3.127
H -4.907 -0.307 -3.464
H -3.511 -1.273 -4.049
H -4.792 -1.883 -0.067
H -5.835 -1.073 -1.214
H -3.486 0.208 0.368
H -5.175 0.269 0.761
H -3.947 1.660 -1.624
H -5.670 1.424 -1.423
H -4.705 2.340 -0.200
H -1.682 -4.709 -0.218
H -3.682 -5.333 1.107
H -2.525 -4.295 1.941
H -4.048 -3.633 1.346
C 1.701 7.014 -5.145
F 0.556 7.539 -5.608
F 1.861 5.822 -5.752
F 2.696 7.805 -5.567
S 1.688 6.851 -3.311
O 0.567 5.970 -3.037
O 1.517 8.204 -2.837
O 2.979 6.276 -2.993
C 3.335 -0.109 7.157
C 3.253 -0.057 5.820
C 2.081 -0.638 5.075
O 2.070 -0.536 3.861
C 1.032 -1.288 5.836
C 1.116 -1.342 7.172
C 2.275 -0.740 7.921
O 2.267 -0.816 9.135
O 0.195 -1.923 7.928
O 4.187 0.504 5.064
H 4.170 0.306 7.703
H 0.204 -1.715 5.289
H 0.499 -1.817 8.851
H 3.882 0.411 4.141
Ca -1.096 -2.237 -4.161
Br -0.259 -5.208 -3.234
```

Values from the calculation:
- molecular weight (Da) = 797.728
- energy above the lowest of the compared OMol25 structures with the same formula, charge and spin (kcal per mole) = 0.0



[4]
Density functional theory data (ωB97M-V with the def2-TZVPD basis set) for a structure of composition C48H75As3BrCrN2O4SSiTe at a distorted geometry.

```
137
Properties=species:S:1:pos:R:3
Cr 0.858 1.395 0.231
Br 7.173 -0.447 3.693
C 5.724 -0.065 2.508
C 5.922 -0.185 1.135
C 4.869 0.105 0.292
C 3.615 0.517 0.774
O 2.665 0.771 -0.090
C 3.420 0.621 2.184
C 2.206 1.030 2.806
N 1.106 1.415 2.184
C 0.054 1.966 2.884
C -0.029 2.165 4.277
C -1.118 2.814 4.828
C -2.154 3.294 4.037
C -2.130 3.092 2.647
C -3.146 3.533 1.770
C -3.039 3.250 0.419
C -1.937 2.567 -0.056
N -0.925 2.155 0.733
C -1.022 2.411 2.072
C 4.514 0.317 3.024
H 6.880 -0.493 0.743
H 4.985 0.020 -0.781
H 2.227 1.052 3.891
H 0.760 1.825 4.932
H -1.155 2.958 5.900
H -2.990 3.822 4.479
H -4.002 4.065 2.165
H -3.814 3.556 -0.272
H -1.848 2.315 -1.103
H 4.386 0.396 4.097
C 2.158 1.156 -3.456
As 0.662 1.554 -2.242
C -0.687 0.618 -3.322
C 0.180 3.357 -2.931
C 1.016 4.596 -2.579
C 2.479 4.377 -2.989
C 0.973 4.962 -1.089
As 1.696 3.687 0.236
C 3.633 3.952 0.167
C 1.375 4.824 1.797
C 0.489 5.785 -3.413
As -1.363 6.538 -3.415
C -2.404 5.058 -4.211
C -2.060 6.354 -1.582
H 2.138 1.825 -4.315
H 2.069 0.131 -3.810
H 3.110 1.262 -2.937
H -0.755 1.046 -4.323
H -1.653 0.682 -2.829
H -0.418 -0.436 -3.392
H -0.846 3.533 -2.604
H 0.160 3.256 -4.020
H 2.900 3.537 -2.436
H 3.071 5.269 -2.775
H 2.557 4.168 -4.058
H -0.060 5.101 -0.769
H 1.492 5.915 -0.944
H 3.884 4.982 -0.085
H 4.098 3.270 -0.541
H 4.018 3.719 1.160
H 1.848 5.796 1.662
H 1.809 4.335 2.670
H 0.308 4.957 1.974
H 0.648 5.556 -4.473
H 1.127 6.650 -3.206
H -1.860 4.619 -5.047
H -3.333 5.475 -4.599
H -2.654 4.275 -3.495
H -1.468 6.933 -0.875
H -2.125 5.322 -1.242
H -3.067 6.772 -1.588
C -0.597 -5.010 0.978
C -1.527 -4.722 -0.195
C -1.085 -5.493 -1.433
C -2.959 -5.096 0.182
O -1.455 -3.332 -0.557
Si -1.684 -1.921 0.195
S 0.266 -0.982 0.450
O -2.274 -2.226 1.670
C -2.481 -1.490 2.888
C -3.433 -2.338 3.724
C -1.150 -1.309 3.613
C -3.100 -0.133 2.580
O -2.570 -0.944 -0.754
C -3.880 -1.195 -1.318
C -3.721 -1.986 -2.619
C -4.528 0.158 -1.575
C -4.740 -1.981 -0.332
H -0.651 -6.066 1.243
H -0.893 -4.410 1.841
H 0.429 -4.769 0.709
H -1.182 -6.566 -1.260
H -0.044 -5.259 -1.657
H -1.703 -5.214 -2.287
H -2.994 -6.143 0.484
H -3.630 -4.961 -0.669
H -3.297 -4.479 1.015
H -2.972 -3.294 3.976
H -4.347 -2.528 3.158
H -3.690 -1.813 4.644
H -0.663 -2.275 3.761
H -1.316 -0.844 4.585
H -0.482 -0.667 3.038
H -4.121 -0.240 2.209
H -2.509 0.374 1.817
H -3.117 0.491 3.474
H -3.409 -1.343 -3.440
H -4.669 -2.450 -2.894
H -2.970 -2.764 -2.480
H -3.962 0.729 -2.312
H -4.567 0.727 -0.647
H -5.543 0.017 -1.950
H -4.326 -2.975 -0.174
H -5.758 -2.077 -0.709
H -4.770 -1.463 0.627
C 3.921 -7.721 0.605
C 3.376 -6.374 0.213
C 3.315 -5.327 1.121
C 2.823 -4.075 0.771
C 2.836 -2.973 1.790
C 2.345 -3.874 -0.534
Te 1.663 -1.972 -1.258
C 2.430 -4.908 -1.476
C 2.037 -4.718 -2.917
C 2.936 -6.140 -1.082
H 4.327 -7.696 1.615
H 4.710 -8.030 -0.081
H 3.134 -8.477 0.569
H 3.673 -5.483 2.133
H 3.356 -3.281 2.696
H 1.822 -2.677 2.055
H 3.338 -2.090 1.383
H 1.133 -4.111 -3.004
H 1.868 -5.678 -3.403
H 2.833 -4.201 -3.460
H 2.997 -6.939 -1.814
```

Values from the calculation:
- expectation value of S² = 3.823
- molecular weight (Da) = 1288.557
- multiplicity = 4
- energy above the lowest of the compared OMol25 structures with the same formula, charge and spin (kcal per mole) = 0.0



What is the formula in the second record? C3H12N2O2



Which value of energy above the lowest of the compared OMol25 structures with the same formula, charge and spin does entry 2 give? 78.9 kcal per mole



Look up the molecular weight of the third one. 797.728 Da